# C3H11NS2

2 unconnected molecules or ions with the total composition C3H11NS2 (ωB97M-V/def2-TZVPD, OMol25).

```
17
Properties=species:S:1:pos:R:3:forces:R:3
C 0.44771 -0.56832 2.23943 0.8 0.6 1.1
S -0.52258 -0.70655 0.75887 -0.2 -0.1 -0.2
S -2.27678 -1.31189 1.73172 0.0 0.0 -0.1
H 0.74749 -1.50620 2.71267 -0.3 -0.1 -0.3
H 1.38283 -0.03249 2.01522 -0.3 -0.2 -0.2
H -0.05384 0.04229 3.00797 0.0 -0.2 -0.4
H -2.95218 -1.53297 0.59525 0.0 0.0 0.0
C 1.66726 2.51551 -3.02283 0.3 -0.3 0.1
C 1.18342 1.19692 -2.46106 0.1 -0.3 0.4
N 2.02690 0.68201 -1.38104 0.1 -0.4 -0.1
H 1.92913 3.16632 -2.19386 0.0 0.3 0.1
H 0.87803 2.98616 -3.59376 0.0 0.2 -0.3
H 2.56658 2.37350 -3.63520 -0.2 0.1 0.0
H 1.11193 0.43451 -3.23519 0.1 0.0 -0.3
H 0.17250 1.31395 -2.08455 -0.2 0.1 0.2
H 1.54496 0.59540 -0.50296 0.0 0.2 0.1
H 2.90821 1.15469 -1.25011 -0.1 0.1 -0.1
```
Forces are in eV/Å.

As for the structure (SMILES): CCN.CSS. The strongest force on any atom comes out at 1.49 eV Å⁻¹. As for the HOMO-LUMO gap: 0.32164 hartree. The calculated total energy comes out at -26449.426 eV. Its LUMO energy is 0.467 eV. The highest occupied orbital energy comes out at -8.285 eV. The value obtained for the energy relative to the best compared isomer or geometry (same formula, charge and spin) is 0.535 eV.

=====

# C25H26N4O3S

A single C25H26N4O3S molecule (ωB97M-V/def2-TZVPD, OMol25).

```
59
Properties=species:S:1:pos:R:3:forces:R:3
C -2.05688 -5.12164 -2.51192 -0.2 0.1 0.0
C -3.07326 -4.31853 -1.71009 0.3 0.0 0.1
C -2.42475 -3.61934 -0.51835 -0.4 0.0 -0.1
C -3.43871 -2.80457 0.28162 0.4 0.0 0.1
C -2.83448 -2.20673 1.55368 -0.5 -0.4 0.0
N -1.71735 -1.32337 1.27179 0.3 -0.1 0.1
C -1.90920 -0.04311 0.85073 0.2 0.7 -0.2
N -0.98151 0.79007 0.53634 -0.4 0.2 -0.1
C 0.31742 0.37650 0.61382 0.4 -0.6 0.2
C 1.34210 1.25323 0.24698 0.3 -0.1 0.0
C 2.66179 0.85535 0.33701 -0.4 -0.1 -0.1
C 2.97952 -0.43961 0.76944 0.0 0.0 0.0
C 1.97922 -1.31375 1.12470 -0.1 0.0 0.1
C 0.64253 -0.91567 1.06099 0.2 0.4 -0.2
C -0.42257 -1.83769 1.43679 0.0 0.0 0.1
O -0.25248 -2.96031 1.86402 0.1 -0.1 0.0
H 2.19718 -2.31863 1.45378 0.0 -0.1 0.0
H 4.00808 -0.76901 0.79339 0.1 0.0 0.0
C 3.71398 1.83254 -0.08440 0.1 0.0 0.2
O 3.54009 2.63334 -0.97961 -0.2 0.1 -0.2
N 4.85943 1.76967 0.63574 0.2 -0.1 0.2
H 4.94786 1.10439 1.38683 -0.1 0.0 -0.1
C 6.01917 2.58143 0.31981 0.1 -0.1 -0.3
C 7.20920 1.72840 0.03169 0.3 0.3 0.9
C 8.26663 1.36032 0.81304 -0.5 0.3 -0.3
C 9.06395 0.49867 0.02098 -0.1 -0.2 -0.5
C 8.42738 0.40304 -1.17700 0.8 -0.4 0.4
O 7.30680 1.13978 -1.17889 -0.5 0.2 -0.2
H 8.66324 -0.13488 -2.07354 -0.1 0.0 -0.2
H 9.97847 0.02180 0.30736 0.2 -0.1 0.0
H 8.45900 1.67077 1.81981 0.0 0.1 0.2
H 5.74367 3.16682 -0.56222 0.1 0.0 0.2
H 6.24634 3.25337 1.15378 0.0 0.0 -0.2
H 1.09778 2.24114 -0.10967 0.0 0.1 0.0
S -3.56378 0.53142 0.74937 -0.5 0.2 0.0
C -3.23967 2.25848 0.21643 0.3 -0.5 0.1
C -4.54160 2.93621 -0.05096 -0.3 0.0 0.0
C -5.14151 2.86669 -1.30368 0.0 0.1 0.2
C -6.35680 3.50437 -1.49471 0.2 -0.2 -0.2
N -6.98369 4.17674 -0.54550 -0.5 0.2 -0.1
C -6.41694 4.23958 0.64632 0.2 0.0 0.3
C -5.20466 3.63979 0.94843 0.0 -0.1 -0.2
H -4.78305 3.71809 1.93896 0.0 0.0 0.1
H -6.96319 4.79828 1.39481 0.0 0.0 0.1
H -6.85496 3.47695 -2.45482 0.0 -0.1 -0.1
H -4.66878 2.32818 -2.11078 0.0 -0.1 -0.1
H -2.61541 2.19190 -0.67301 0.0 0.1 0.1
H -2.68302 2.73549 1.02152 0.0 0.1 -0.1
H -2.43801 -3.00639 2.18457 -0.1 0.2 0.0
H -3.59393 -1.64592 2.10597 0.1 -0.1 0.1
H -3.84626 -2.00655 -0.34262 -0.1 0.0 0.0
H -4.26830 -3.44695 0.58195 -0.1 0.0 0.0
H -1.62919 -2.96302 -0.88095 0.1 0.0 0.0
H -1.96214 -4.36269 0.13391 0.1 0.0 0.0
H -3.54045 -3.57218 -2.35714 -0.1 0.0 0.0
H -3.86119 -4.98469 -1.35151 -0.1 0.0 0.0
H -1.27476 -4.47113 -2.89744 0.1 0.0 -0.1
H -1.59161 -5.87899 -1.88511 0.1 -0.1 0.0
H -2.53673 -5.61744 -3.35247 0.0 -0.1 -0.1
```
Forces are in eV/Å.

As for the structure (SMILES): CCCCCn1c(SCc2ccncc2)nc2cc(C(=O)NCc3ccco3)ccc2c1=O. The strongest force on any atom comes out at 0.96 eV Å⁻¹. As for the HOMO-LUMO gap: 0.31980 hartree. The calculated total energy comes out at -49286.381 eV. Its LUMO energy is 0.120 eV. The highest occupied orbital energy comes out at -8.582 eV. The value obtained for the energy relative to the best compared isomer or geometry (same formula, charge and spin) is 0.516 eV.

=====

# C3H5N2

A gas-phase ion, C3H5N2 (charge +1) (ωB97M-V/def2-TZVPD, OMol25).

```
10
Properties=species:S:1:pos:R:3:forces:R:3
C 1.53578 -0.98723 0.95513 -0.8 0.7 0.5
C 0.53210 0.10527 0.96676 1.5 3.8 1.2
C 0.64295 -1.02224 -1.07507 -1.7 -0.6 0.7
N 1.60522 -1.36999 -0.35336 1.0 -0.7 -1.4
N -0.28338 0.05244 -0.30588 -1.7 -1.8 -0.5
H -0.16502 0.13039 1.78374 -0.2 -0.5 0.5
H 1.12948 1.13724 1.22941 -1.2 -2.2 -1.2
H 0.25463 -1.52375 -1.98329 0.4 0.8 0.3
H -1.25609 -0.31133 0.07980 2.2 0.6 -1.5
H -0.50571 0.77939 -1.03377 0.5 -0.1 1.4
```
Forces are in eV/Å.

The total charge is +1. The strongest force on any atom comes out at 4.30 eV Å⁻¹. As for the HOMO-LUMO gap (alpha / beta): 0.28134 / 0.28810 hartree. The calculated total energy comes out at -6159.653 eV. Its LUMO energy (alpha / beta) is -6.535 / -6.558 eV. The highest occupied orbital energy (alpha / beta) comes out at -14.191 / -14.398 eV. The value obtained for the energy relative to the best compared isomer or geometry (same formula, charge and spin) is 6.240 eV.

=====

# C28H31Cl5NPRhS3Sb

A molecular structure, C28H31Cl5NPRhS3Sb (ωB97M-V/def2-TZVPD, OMol25).

```
71
Properties=species:S:1:pos:R:3:forces:R:3
Rh -0.43620 1.34412 0.28662 -0.5 -1.0 -0.3
Cl 1.02964 1.38295 3.93651 0.9 -0.1 -0.8
C -0.41695 0.61034 3.39845 -2.3 -0.3 -0.1
C -1.22369 1.11205 2.31638 0.0 -0.7 2.7
C -2.62658 1.10578 2.53505 1.5 -1.2 1.4
Cl -3.60844 2.03771 1.54066 -0.7 0.1 -0.7
C -3.16425 0.45914 3.66300 0.5 -0.5 0.3
Cl -4.84185 0.45656 4.01604 -0.5 0.2 -0.1
C -2.35225 -0.30850 4.51960 1.5 -0.3 0.0
Cl -2.91505 -1.21522 5.90004 -0.4 0.2 -0.5
C -0.94756 -0.30670 4.36782 -0.8 0.9 -1.9
Cl 0.10028 -1.52052 5.02231 -0.2 0.4 0.5
C 3.19498 2.40658 1.25442 -0.4 0.1 0.4
C 3.07363 1.19835 0.31471 0.2 -1.2 -1.0
C 3.02057 -0.23958 0.98913 1.5 0.9 -0.6
P 1.54410 1.46073 -0.80891 2.9 -1.2 0.4
C 2.27398 2.88296 -1.81258 0.8 -1.3 -1.2
C 2.07102 4.23127 -1.16353 -0.5 1.4 -0.3
C 1.86231 2.94064 -3.29878 0.2 0.5 -0.5
C 1.53094 -0.15341 -1.70330 -0.4 0.1 -0.7
C 2.49215 -0.49380 -2.66796 -0.6 -0.4 0.9
C 2.42488 -1.63274 -3.45395 -0.2 0.0 0.4
C 3.48154 -1.75203 -4.52087 -1.0 1.7 -1.7
C 1.35552 -2.53643 -3.24013 -0.3 1.3 -0.1
C 0.35661 -2.27058 -2.31718 0.2 1.2 1.3
C 0.42367 -1.04297 -1.46209 0.5 -1.5 -1.8
N -0.52144 -0.72885 -0.56995 -1.0 -0.3 0.9
C -1.53071 -1.68421 -0.10589 0.7 1.5 -0.4
C -1.17147 -2.73422 0.73285 -0.5 -0.3 1.2
C 0.24740 -3.22980 0.90069 0.9 1.2 0.9
C -2.17995 -3.27639 1.57528 0.7 -0.3 -1.5
C -3.47014 -2.80972 1.54768 -0.9 1.1 0.8
C -4.52710 -3.19944 2.55454 0.4 0.1 0.3
C -3.80993 -1.72792 0.73581 1.0 -1.0 -0.6
C -2.88366 -1.29113 -0.22089 -1.2 0.5 0.1
C -3.43747 -0.30415 -1.23622 2.0 0.6 0.2
H 3.24607 2.12379 2.32828 0.2 0.1 -0.8
H 2.31023 3.05949 1.15599 0.4 -0.4 0.4
H 4.05174 3.01488 0.95655 0.1 0.0 0.3
H 3.93290 1.20024 -0.41939 -0.6 -0.1 0.8
H 2.07576 -0.34320 1.49631 -0.4 -0.4 0.1
H 3.83936 -0.34246 1.75088 -0.7 0.3 -0.5
H 3.21619 -1.04193 0.22462 -0.6 0.8 0.7
H 3.35761 2.67602 -1.81741 -0.3 -0.2 0.2
H 1.74785 4.20248 -0.11990 -0.3 -0.1 -0.4
H 1.26489 4.79162 -1.78118 1.6 -0.4 1.2
H 3.06837 4.74187 -1.09240 -1.1 0.1 -0.5
H 0.85471 3.29444 -3.28557 -0.9 0.1 -0.3
H 1.86892 1.99811 -3.86387 0.2 0.1 0.4
H 2.40206 3.72406 -3.90914 -0.1 -0.8 0.9
H 3.38923 0.09775 -2.74695 0.1 0.5 -0.2
H 3.22964 -2.50311 -5.30342 0.4 0.4 0.6
H 4.45387 -1.89408 -4.09809 0.7 -0.4 0.1
H 3.53294 -0.70982 -5.06269 0.0 -2.0 0.8
H 1.21348 -3.33064 -3.95033 0.1 -0.5 0.0
H -0.51882 -2.94615 -2.19073 0.8 0.6 -0.1
H 1.00859 -2.43965 0.66658 -0.8 -0.5 0.0
H 0.46259 -4.05802 0.23762 0.1 -0.4 0.0
H 0.47386 -3.47893 1.97547 -0.5 -0.1 -1.1
H -1.94793 -4.14583 2.16314 0.2 -0.1 0.4
H -4.63027 -4.27427 2.64442 0.0 -0.3 0.0
H -5.50541 -2.78708 2.24902 0.5 -0.1 0.4
H -4.18692 -2.81685 3.54110 -0.6 -0.1 -0.4
H -4.79814 -1.28685 0.89305 0.3 0.0 -0.6
H -4.38238 0.01758 -0.86072 -0.7 0.5 0.0
H -3.56348 -0.63956 -2.26398 0.0 -0.7 0.1
H -2.72678 0.54752 -1.34228 -0.9 -0.4 0.2
S -3.88118 4.31372 -0.55230 0.7 0.4 -0.3
Sb -1.60777 4.46697 -0.74025 -0.8 -0.7 0.2
S -0.63099 3.43257 1.31020 0.0 1.7 0.6
S -1.03929 2.16445 -1.71801 -0.9 0.9 -1.0
```
Forces are in eV/Å.

The total charge is -1. The strongest force on any atom comes out at 3.14 eV Å⁻¹. As for the HOMO-LUMO gap (alpha / beta): 0.20536 / 0.17074 hartree. The calculated total energy comes out at -144979.871 eV. The expectation value of S² is 8.796. Its LUMO energy (alpha / beta) is 2.360 / 0.373 eV. The highest occupied orbital energy (alpha / beta) comes out at -3.228 / -4.273 eV. The spin multiplicity is 6.

=====

# C21H21NO3

A single C21H21NO3 molecule (ωB97M-V/def2-TZVPD, OMol25).

```
46
Properties=species:S:1:pos:R:3:forces:R:3
C -5.28214 -1.30810 1.61442 0.0 0.0 0.0
C -4.46741 -0.47762 0.66771 -0.1 0.0 0.1
C -3.17828 -0.87279 0.33175 -0.1 0.2 -0.1
C -2.38445 -0.14555 -0.54098 0.1 0.0 -0.2
C -2.91224 1.02993 -1.09197 -0.3 -0.1 0.2
C -4.20146 1.43049 -0.76493 0.3 0.1 -0.2
C -4.97086 0.68512 0.10579 0.1 -0.1 0.0
H -5.97061 1.01370 0.34849 -0.1 0.0 0.0
H -4.57964 2.33692 -1.21020 -0.1 0.1 -0.1
O -2.22388 1.82067 -1.96101 0.0 -0.1 -0.1
H -1.31387 1.51203 -2.05083 0.0 0.1 0.1
C -0.97588 -0.55948 -0.92342 -0.1 -0.1 0.1
C 0.02066 0.50364 -0.50707 0.1 0.1 -0.2
C -0.00343 1.01501 0.78496 0.0 0.0 0.0
C 0.91863 1.96767 1.17881 0.0 0.0 0.1
C 1.87265 2.42397 0.28519 0.0 0.1 -0.1
C 1.90594 1.91764 -1.00229 0.1 0.1 0.0
C 0.98850 0.95954 -1.39510 -0.1 -0.1 0.0
H 1.03021 0.55457 -2.39705 0.0 -0.1 -0.1
H 2.64702 2.26870 -1.70435 0.1 0.0 -0.1
H 2.58806 3.17218 0.59090 0.1 0.1 0.0
H 0.88887 2.35968 2.18479 0.0 0.0 0.1
H -0.75978 0.67255 1.47731 -0.1 0.0 0.1
H -0.93189 -0.67752 -2.01520 0.0 0.0 0.1
C -0.53124 -1.90716 -0.32666 0.0 0.1 -0.4
C 0.88911 -2.18030 -0.79282 -0.2 -0.1 0.6
O 1.15643 -2.57437 -1.90683 0.0 -0.1 -0.5
N 1.83243 -1.93461 0.14696 0.2 -0.1 0.3
H 1.56815 -1.52300 1.02763 -0.1 0.0 -0.1
C 3.25223 -2.01934 -0.13301 0.1 0.0 -0.2
C 3.94928 -0.73187 0.16161 -0.2 -0.1 0.9
C 4.12877 -0.05578 1.33430 -0.1 -0.4 -0.5
C 4.86309 1.11025 1.01108 0.2 0.1 -0.5
C 5.07182 1.05547 -0.33118 0.2 0.6 0.7
O 4.51984 -0.05144 -0.85157 -0.1 -0.3 -0.5
H 5.58395 1.71345 -1.00465 0.0 0.0 -0.2
H 5.18940 1.87382 1.68662 0.1 0.2 0.1
H 3.79039 -0.35157 2.30656 -0.1 -0.1 0.2
H 3.69190 -2.82840 0.46437 0.0 0.1 -0.2
H 3.35274 -2.26042 -1.19413 0.0 0.0 0.2
H -1.17771 -2.70070 -0.70284 0.1 -0.1 0.1
H -0.57456 -1.87854 0.76205 -0.1 0.0 0.0
H -2.80021 -1.78421 0.76893 0.1 -0.1 0.0
H -6.24645 -0.84420 1.80395 -0.1 0.0 0.1
H -4.76228 -1.42871 2.56425 0.0 0.0 0.1
H -5.45184 -2.30130 1.19970 -0.1 -0.1 0.0
```
Forces are in eV/Å.

As for the structure (SMILES): Cc1ccc(O)c([C@H](CC(=O)NCc2ccco2)c2ccccc2)c1. The strongest force on any atom comes out at 0.93 eV Å⁻¹. As for the HOMO-LUMO gap: 0.32675 hartree. The calculated total energy comes out at -29750.820 eV. Its LUMO energy is 0.676 eV. The highest occupied orbital energy comes out at -8.215 eV. The value obtained for the energy relative to the best compared isomer or geometry (same formula, charge and spin) is 0.420 eV.

=====

# C14H18PtS5

A molecular structure, C14H18PtS5 (ωB97M-V/def2-TZVPD, OMol25).

```
38
Properties=species:S:1:pos:R:3:forces:R:3
Pt 7.21090 6.27217 9.93799 -0.7 0.4 -0.8
C 6.30575 5.46354 7.80008 -2.4 1.0 3.4
C 6.17338 6.84813 7.62842 -1.4 -0.3 1.2
C 7.37444 7.26453 6.91168 2.3 -0.1 -0.1
C 8.25083 6.11710 6.81890 0.8 3.9 -1.8
C 7.67896 5.06279 7.43742 -0.8 -1.7 -1.6
C 8.14986 3.68059 7.16371 -1.0 -0.7 0.9
C 9.47953 6.05104 5.96970 1.2 0.3 0.5
C 7.56104 8.65844 6.35692 0.8 -2.6 2.1
C 4.92255 7.73428 7.46812 0.3 -4.4 -1.6
C 5.13157 4.54623 8.14730 0.2 -0.6 -2.5
H 9.20552 3.48936 7.26123 0.5 0.4 0.3
H 7.92270 3.32904 6.13230 -0.2 0.6 0.4
H 7.60582 3.02571 7.84354 0.2 -0.4 -0.1
H 9.35192 5.59426 4.96444 -0.2 0.1 0.8
H 10.24525 5.49862 6.54463 -0.2 0.0 -0.6
H 9.94865 7.03880 5.81227 -0.5 -0.3 0.0
H 8.59115 8.88325 6.43741 1.3 0.2 -0.3
H 7.07328 9.37984 6.94835 -1.1 0.8 0.3
H 7.29486 8.59391 5.35560 -0.7 0.5 -2.1
H 4.61276 7.27786 6.47202 0.2 1.1 0.3
H 5.12823 8.74763 7.33604 0.0 1.5 0.2
H 4.03059 7.41194 7.98966 0.2 0.5 1.0
H 4.51810 4.53916 7.16478 0.8 -0.4 1.3
H 4.34902 4.82087 8.89258 1.3 -0.1 -0.1
H 5.61146 3.53968 8.25035 -1.2 0.6 0.4
C 4.38910 6.20156 12.85071 -0.1 0.5 -1.8
S 5.88520 5.47348 12.01792 -0.4 -0.1 0.2
C 6.99124 5.66559 13.32219 1.0 -0.2 1.3
C 8.27262 6.38148 13.13892 -4.7 -1.1 -3.1
S 8.55022 7.15547 11.58603 0.8 -0.6 0.8
S 9.02262 6.68777 14.49132 2.1 0.3 4.1
C 7.97380 5.69510 15.72394 1.4 0.7 -3.1
S 8.21374 5.94714 17.30135 0.3 0.4 2.1
S 6.51790 5.08738 15.03902 -0.2 0.5 -2.8
H 3.76746 6.54546 11.99428 0.5 0.3 0.6
H 4.70474 7.04057 13.51194 -0.6 -1.0 -0.4
H 3.82792 5.34491 13.19003 0.1 0.0 1.0
```
Forces are in eV/Å.

The total charge is +2. The strongest force on any atom comes out at 5.78 eV Å⁻¹. As for the HOMO-LUMO gap (alpha / beta): 0.11883 / 0.19775 hartree. The calculated total energy comes out at -72209.101 eV. The expectation value of S² is 6.239. Its LUMO energy (alpha / beta) is -9.280 / -9.308 eV. The highest occupied orbital energy (alpha / beta) comes out at -12.514 / -14.689 eV. The spin multiplicity is 5. The value obtained for the energy relative to the best compared isomer or geometry (same formula, charge and spin) is 4.750 eV.